The following is a DFT calculation (ωB97M-V with the def2-TZVPD basis set) of a 2-piece molecular cluster, C3H9NO2 overall at a distorted geometry.

For the LUMO energy, the calculation gives 0.0313 hartree. As for the multiplicity: 1. As for the SMILES: CNC(C)=O.O. Its molar mass is 91.110 g mol⁻¹. For the relative energy (zero: lowest compared OMol25 entry of this formula, charge and spin), the calculation gives 53.0 kcal/mol. The energy is -324.888193 hartree. As for the charge: 0. For the HOMO-LUMO gap, the calculation gives 10.09 eV.

Positions of all 15 atoms, in Å:
C1 1.48 -1.02 -1.83
C2 0.03 -1.67 -1.84
N1 -0.83 -1.44 -0.70
C3 -1.65 -0.26 -1.07
O1 -0.55 -1.84 -2.89
H1 2.20 -1.59 -2.45
H2 2.00 -0.92 -0.85
H3 1.54 0.03 -2.18
H4 -1.29 -2.31 -0.57
H5 -1.96 0.33 -0.18
H6 -1.15 0.48 -1.70
H7 -2.55 -0.49 -1.55
H8 0.74 4.26 5.56
H9 1.27 3.15 6.51
O2 0.73 3.29 5.74

The molecule's Löwdin atomic charges, reported in e, are given here:
1. C -0.014
2. C -0.456
3. N -0.038
4. C -0.107
5. O 0.074
6. H 0.069
7. H 0.072
8. H 0.082
9. H 0.092
10. H 0.083
11. H 0.087
12. H 0.057
13. H 0.050
14. H 0.016
15. O -0.066

---

The following is a DFT calculation (ωB97M-V with the def2-TZVPD basis set) of a 2-piece molecular cluster, C3H9NO2 overall at a distorted geometry.

For the LUMO energy, the calculation gives 0.0266 hartree. As for the multiplicity: 1. As for the SMILES: CN(C)C=O.O. Its molar mass is 91.110 g mol⁻¹. For the relative energy (zero: lowest compared OMol25 entry of this formula, charge and spin), the calculation gives 33.9 kcal/mol. The energy is -324.918645 hartree. As for the charge: 0. For the HOMO-LUMO gap, the calculation gives 10.00 eV.

Positions of all 15 atoms, in Å:
O1 2.19 -7.83 3.79
H1 1.63 -7.29 3.19
H2 3.04 -7.94 3.31
O2 0.00 0.00 0.00
C1 0.94 0.48 -0.59
N1 2.22 0.23 -0.29
C2 3.26 0.84 -1.01
C3 2.66 -0.66 0.80
H3 0.80 1.12 -1.49
H4 3.27 0.35 -2.00
H5 4.28 0.82 -0.59
H6 2.96 1.90 -1.14
H7 2.20 -1.65 0.62
H8 2.28 -0.27 1.75
H9 3.75 -0.79 0.87

The molecule's Löwdin atomic charges, reported in e, are given here:
1. O -0.091
2. H 0.046
3. H 0.045
4. O 0.018
5. C -0.365
6. N -0.219
7. C -0.101
8. C -0.032
9. H 0.145
10. H 0.095
11. H 0.095
12. H 0.091
13. H 0.092
14. H 0.094
15. H 0.086

---

The following is a DFT calculation (ωB97M-V with the def2-TZVPD basis set) of a 2-piece molecular cluster, C3H9NO2 overall at a distorted geometry.

For the LUMO energy, the calculation gives 0.0275 hartree. As for the multiplicity: 1. As for the SMILES: CC(=O)O.CN. Its molar mass is 91.110 g mol⁻¹. For the relative energy (zero: lowest compared OMol25 entry of this formula, charge and spin), the calculation gives 51.0 kcal/mol. The energy is -324.891395 hartree. As for the charge: 0. For the HOMO-LUMO gap, the calculation gives 9.85 eV.

Positions of all 15 atoms, in Å:
C1 -0.56 0.79 -0.83
C2 -1.37 0.62 0.52
O1 -0.99 -0.51 1.25
O2 -2.10 1.49 0.93
H1 0.39 0.19 -0.46
H2 -0.47 1.87 -1.22
H3 -1.01 0.21 -1.57
C3 2.10 -1.06 -1.54
N1 2.13 -0.84 -0.08
H4 2.98 -0.40 0.34
H5 -1.08 -0.52 2.14
H6 1.81 -1.62 0.55
H7 2.13 -2.17 -1.66
H8 3.04 -0.72 -1.92
H9 1.14 -0.87 -2.02

The molecule's Löwdin atomic charges, reported in e, are given here:
1. C -0.005
2. C -0.486
3. O 0.084
4. O 0.076
5. H 0.057
6. H 0.118
7. H 0.036
8. C -0.178
9. N -0.114
10. H 0.084
11. H 0.050
12. H 0.089
13. H 0.074
14. H 0.066
15. H 0.051

---

The following is a DFT calculation (ωB97M-V with the def2-TZVPD basis set) of a 2-piece molecular cluster, C3H9NO2 overall at a distorted geometry.

For the LUMO energy, the calculation gives 0.0241 hartree. As for the multiplicity: 1. As for the SMILES: CNC(C)=O.O. Its molar mass is 91.110 g mol⁻¹. For the relative energy (zero: lowest compared OMol25 entry of this formula, charge and spin), the calculation gives 80.4 kcal/mol. The energy is -324.844548 hartree. As for the charge: 0. For the HOMO-LUMO gap, the calculation gives 10.33 eV.

Positions of all 15 atoms, in Å:
C1 0.59 1.42 0.04
C2 -0.17 0.22 0.07
C3 -2.21 -1.00 -0.05
H1 3.81 -1.48 0.31
H2 2.40 -0.92 -0.37
H3 0.02 2.33 -0.30
H4 1.68 1.60 -0.61
H5 0.90 1.58 1.22
H6 -1.89 1.12 -0.38
H7 -1.58 -1.81 -0.45
H8 -2.39 -1.17 1.15
H9 -3.45 -0.70 -0.44
N1 -1.41 0.31 -0.13
O1 3.29 -0.58 -0.11
O2 0.42 -0.90 0.04

The molecule's Löwdin atomic charges, reported in e, are given here:
1. C -0.042
2. C -0.676
3. C -0.041
4. H 0.144
5. H -0.018
6. H 0.072
7. H 0.165
8. H 0.152
9. H 0.113
10. H 0.059
11. H 0.115
12. H 0.157
13. N 0.018
14. O -0.184
15. O -0.034

---

The following is a DFT calculation (ωB97M-V with the def2-TZVPD basis set) of a 2-piece molecular cluster, C3H9NO2 overall at a distorted geometry.

For the LUMO energy, the calculation gives 0.0245 hartree. As for the multiplicity: 1. As for the SMILES: CC(N)=O.CO. Its molar mass is 91.110 g mol⁻¹. For the relative energy (zero: lowest compared OMol25 entry of this formula, charge and spin), the calculation gives 29.9 kcal/mol. The energy is -324.924970 hartree. As for the charge: 0. For the HOMO-LUMO gap, the calculation gives 10.66 eV.

Positions of all 15 atoms, in Å:
C1 -0.93 -0.80 -1.58
C2 -0.28 0.57 -1.60
O1 0.79 0.80 -1.08
N1 -0.83 1.34 -2.61
H1 -0.65 2.31 -2.80
H2 -1.65 0.91 -3.00
H3 -0.33 -1.42 -0.94
H4 -0.84 -1.19 -2.63
H5 -1.98 -0.69 -1.34
C3 0.67 -0.20 2.79
O2 0.68 -1.39 3.58
H6 0.57 -2.16 3.01
H7 0.02 -0.27 1.91
H8 0.44 0.59 3.50
H9 1.68 -0.10 2.36

The molecule's Löwdin atomic charges, reported in e, are given here:
1. C -0.021
2. C -0.588
3. O 0.040
4. N 0.135
5. H 0.104
6. H 0.084
7. H 0.071
8. H 0.099
9. H 0.076
10. C -0.157
11. O -0.139
12. H 0.070
13. H 0.064
14. H 0.081
15. H 0.081

---

The following is a DFT calculation (ωB97M-V with the def2-TZVPD basis set) of C3H9NO2 as an isolated structure at a distorted geometry.

For the LUMO energy, the calculation gives 0.0125 hartree. As for the multiplicity: 1. Its molar mass is 91.110 g mol⁻¹. For the relative energy (zero: lowest compared OMol25 entry of this formula, charge and spin), the calculation gives 150.2 kcal/mol. The energy is -324.733253 hartree. As for the charge: 0. For the HOMO-LUMO gap, the calculation gives 10.04 eV.

Positions of all 15 atoms, in Å:
C1 0.72 1.13 0.04
C2 -0.23 -0.07 0.16
C3 -2.46 -0.72 -0.11
H1 4.09 -1.13 -0.87
H2 2.44 -0.81 0.52
H3 0.42 2.20 -0.67
H4 1.67 0.67 -0.61
H5 1.26 1.44 1.09
H6 -1.67 1.42 0.20
H7 -1.95 -1.75 -0.55
H8 -2.77 -0.89 1.09
H9 -3.58 -0.23 -0.67
N1 -1.48 0.40 0.11
O1 3.45 -0.48 0.07
O2 0.09 -1.17 0.20

The molecule's Löwdin atomic charges, reported in e, are given here:
1. C -0.071
2. C -0.726
3. C -0.113
4. H 0.241
5. H 0.119
6. H 0.148
7. H 0.092
8. H 0.109
9. H 0.148
10. H 0.126
11. H 0.111
12. H 0.145
13. N -0.053
14. O -0.362
15. O 0.086

---

The following is a DFT calculation (ωB97M-V with the def2-TZVPD basis set) of a 2-piece molecular cluster, C3H9NO2 overall at a distorted geometry.

For the LUMO energy (alpha / beta), the calculation gives -0.1556 / -0.3322 hartree. As for the multiplicity: 2. Its molar mass is 91.110 g mol⁻¹. For the relative energy (zero: lowest compared OMol25 entry of this formula, charge and spin), the calculation gives 26.2 kcal/mol. The energy is -324.583746 hartree. As for the charge: +1. For the HOMO-LUMO gap (alpha / beta), the calculation gives 9.62 / 4.43 eV.

Positions of all 15 atoms, in Å:
C1 -2.82 -1.22 0.22
O1 -2.96 0.22 0.27
H1 -3.44 0.39 1.08
H2 -2.17 -1.40 -0.61
H3 -2.26 -1.54 1.11
H4 -3.80 -1.69 0.13
C2 2.62 -0.12 -0.71
C3 1.39 0.55 -0.21
O2 0.28 0.00 -0.42
N1 1.45 1.73 0.35
H5 3.45 -0.08 -0.01
H6 2.89 0.03 -1.75
H7 0.62 2.08 0.81
H8 2.32 2.23 0.40
H9 2.43 -1.19 -0.66

The molecule's Löwdin atomic charges, reported in e, are given here:
1. C -0.124
2. O -0.117
3. H 0.074
4. H 0.060
5. H 0.081
6. H 0.091
7. C 0.062
8. C -0.417
9. O 0.336
10. N 0.276
11. H 0.116
12. H 0.127
13. H 0.166
14. H 0.159
15. H 0.110

---

The following is a DFT calculation (ωB97M-V with the def2-TZVPD basis set) of a 3-piece molecular cluster, C3H9NO2 overall at a distorted geometry.

For the LUMO energy (alpha / beta), the calculation gives -0.1859 / -0.3123 hartree. As for the multiplicity: 2. Its molar mass is 91.110 g mol⁻¹. For the relative energy (zero: lowest compared OMol25 entry of this formula, charge and spin), the calculation gives 45.8 kcal/mol. The energy is -324.552609 hartree. As for the charge: +1. For the HOMO-LUMO gap (alpha / beta), the calculation gives 9.98 / 6.54 eV.

Positions of all 15 atoms, in Å:
C1 0.97 0.28 1.06
C2 2.03 1.11 0.75
C3 -1.16 1.25 0.73
N1 -0.22 0.47 0.48
H1 1.07 -0.63 1.64
H2 1.90 2.05 0.19
H3 3.04 0.87 1.08
H4 -1.97 1.34 0.01
H5 -1.17 1.88 1.62
H6 -1.30 -2.17 0.44
H7 -0.33 -3.26 0.88
O1 -0.93 -3.01 0.16
H8 -0.70 -0.16 -2.22
H9 0.50 0.82 -2.17
O2 -0.36 0.68 -2.56

The molecule's Löwdin atomic charges, reported in e, are given here:
1. C -0.091
2. C 0.222
3. C 0.142
4. N 0.096
5. H 0.145
6. H 0.114
7. H 0.101
8. H 0.122
9. H 0.132
10. H 0.007
11. H 0.037
12. O -0.045
13. H 0.038
14. H 0.019
15. O -0.037

---

The following is a DFT calculation (ωB97M-V with the def2-TZVPD basis set) of an isolated molecule of C3H9NO2S at a distorted geometry.

For the LUMO energy, the calculation gives 0.0138 hartree. As for the multiplicity: 1. As for the SMILES: C=[S@@](N)(=O)CCO. Its molar mass is 123.177 g mol⁻¹. For the relative energy (zero: lowest compared OMol25 entry of this formula, charge and spin), the calculation gives 115.4 kcal/mol. The energy is -722.984494 hartree. As for the charge: 0. For the HOMO-LUMO gap, the calculation gives 8.72 eV.

Positions of all 16 atoms, in Å:
C1 1.47 0.85 -1.10
C2 -1.97 -0.19 0.02
C3 -0.56 -0.78 -0.39
N1 1.39 -0.74 1.39
O1 0.11 1.55 0.94
O2 -2.12 1.06 -0.54
S1 0.64 0.35 0.24
H1 2.14 1.54 -1.03
H2 1.76 0.00 -1.65
H3 -2.75 -0.80 -0.31
H4 -2.00 -0.18 1.14
H5 -0.34 -0.74 -1.43
H6 -0.42 -1.81 -0.03
H7 2.00 -0.37 2.14
H8 2.02 -1.39 0.81
H9 -1.36 1.64 -0.20

The molecule's Löwdin atomic charges, reported in e, are given here:
1. C -0.218
2. C -0.299
3. C -0.234
4. N -0.152
5. O -0.378
6. O -0.083
7. S 0.763
8. H -0.055
9. H 0.000
10. H 0.102
11. H 0.128
12. H 0.075
13. H 0.105
14. H 0.066
15. H 0.088
16. H 0.093

---

The following is a DFT calculation (ωB97M-V with the def2-TZVPD basis set) of an isolated molecule of C3H9NO2S at a distorted geometry.

For the LUMO energy, the calculation gives 0.0301 hartree. As for the multiplicity: 1. As for the SMILES: CCO[S@H](=O)=NC. Its molar mass is 123.177 g mol⁻¹. For the relative energy (zero: lowest compared OMol25 entry of this formula, charge and spin), the calculation gives 103.2 kcal/mol. The energy is -723.003925 hartree. As for the charge: 0. For the HOMO-LUMO gap, the calculation gives 10.54 eV.

Positions of all 16 atoms, in Å:
C1 0.15 -0.31 -2.57
C2 0.29 0.02 2.42
C3 0.40 -0.38 -1.10
N1 -0.07 1.31 1.75
O1 -1.58 2.27 0.07
O2 -0.88 -0.21 -0.29
S1 -1.15 1.11 0.72
H1 -0.55 -1.14 -2.83
H2 -0.32 0.57 -2.85
H3 0.92 -0.41 -3.26
H4 1.21 -0.02 3.09
H5 0.48 -0.81 1.66
H6 -0.54 -0.17 3.05
H7 1.05 0.36 -0.79
H8 0.73 -1.37 -0.89
H9 -2.28 0.58 1.23

The molecule's Löwdin atomic charges, reported in e, are given here:
1. C -0.071
2. C -0.190
3. C -0.205
4. N -0.285
5. O -0.311
6. O -0.330
7. S 0.685
8. H 0.099
9. H 0.060
10. H 0.061
11. H 0.090
12. H 0.075
13. H 0.042
14. H 0.087
15. H 0.107
16. H 0.086